# 1
DFT (ωB97M-V with the def2-TZVPD basis set) results for a structure of composition C3H6Br3OP at a distorted geometry.

Energy relative to the best compared isomer or geometry (same formula, charge and spin): 1.427 eV
LUMO energy: 0.196 eV
HOMO: -0.3499 Eh
E_tot: -224672.303 eV

Last column: Löwdin charge in e.
Cartesian coordinates (Å):
Br  0.31874  -2.29269  -0.00903  0.7219
Br  1.74764  2.38399  0.22342  0.1961
Br  3.14133  -0.51420  0.89016  0.2126
P  1.80833  0.30548  -0.65587  0.2145
O  -0.85832  -0.72188  -2.19318  -0.1204
C  -0.95717  0.05711  -1.00434  -0.3570
C  0.11561  -0.36308  0.00338  -1.1474
C  -0.28175  0.00357  1.43855  -0.2716
H  -0.76101  1.04664  -1.33771  0.0927
H  0.54632  -0.32179  2.22092  0.0770
H  -1.32660  -0.24920  -2.90057  0.1020
H  -1.79937  0.02386  -0.33009  0.1115
H  -1.19101  -0.47058  1.92537  0.0857
H  -0.50273  1.11276  1.72900  0.0824

# 2
DFT (ωB97M-V with the def2-TZVPD basis set) results for a structure of composition C11H28CoO5 at a distorted geometry.

Net charge: -2
Spin multiplicity: 4
Energy relative to the best compared isomer or geometry (same formula, charge and spin): 3.206 eV
LUMO energy (spin up / spin down): 5.202 / 5.201 eV
HOMO (spin up / spin down): -0.0244 / -0.0187 Eh
E_tot: -59720.388 eV

Last column: Mulliken spin population.
Cartesian coordinates (Å):
Co  0.02973  -0.94142  -0.44320  2.7985
O  1.96181  -0.33081  -1.25909  0.0446
O  2.47728  1.10074  2.81383  0.0002
O  -0.25294  -2.84877  -1.46322  0.0353
O  0.78276  -1.44876  1.51640  0.0507
O  -1.19595  0.64171  -0.70036  0.0434
C  1.26713  1.79859  3.01375  -0.0004
C  -0.12137  -2.03495  2.44799  0.0026
C  -1.45612  -3.24919  -2.07384  -0.0009
C  -1.45740  -2.45373  1.78066  0.0088
C  -2.36685  2.25532  -2.18968  0.0023
C  -1.75316  -4.77832  -2.31388  0.0070
C  -1.97231  1.88043  -0.72300  0.0056
C  1.60501  2.97478  3.97739  0.0000
C  2.29688  1.49992  -2.91799  -0.0046
C  2.47779  0.10107  -2.51239  0.0048
C  0.83630  2.27227  1.61043  -0.0069
H  -3.18402  1.69497  -2.64392  0.0002
H  0.56375  1.37208  1.05955  0.0063
H  -1.40659  2.76649  -0.43496  0.0012
H  2.33689  1.62240  -4.00035  0.0008
H  -0.09178  2.74873  1.92627  0.0000
H  2.14287  -0.59700  -3.27962  -0.0008
H  2.64645  3.29616  3.99191  0.0000
H  3.19786  1.67514  2.54468  -0.0001
H  -2.17101  -5.26063  -1.43021  -0.0003
H  2.96168  2.19932  -2.41107  0.0000
H  1.27450  2.62225  4.95441  0.0000
H  1.55701  2.87065  1.05309  0.0000
H  3.56633  0.08807  -2.45751  0.0033
H  -2.12987  -2.78331  -1.35473  0.0006
H  -2.87196  1.84096  -0.10886  0.0006
H  -1.22964  -3.45771  1.42254  0.0003
H  1.28112  1.79170  -2.65120  0.0011
H  -0.43781  -1.18495  3.05253  -0.0013
H  -0.82482  -5.24039  -2.64971  -0.0003
H  -2.20979  -2.51870  2.56665  -0.0006
H  -1.97894  -1.88797  1.00864  -0.0041
H  -1.52033  2.04664  -2.84387  -0.0005
H  -2.45225  3.30923  -2.45444  -0.0002
H  0.34993  -2.62814  3.23163  0.0025
H  0.63028  1.07697  3.52540  0.0003
H  -1.55824  -2.75304  -3.03898  0.0005
H  -2.49476  -4.94989  -3.09406  -0.0009
H  0.89434  3.80087  3.95232  0.0000